(1)
{
  "formula": "C3H9NO3",
  "method": "ωB97M-V/def2-TZVPD",
  "species": ["C", "N", "C", "C", "O", "O", "H", "H", "H", "H", "H", "H", "H", "O", "H", "H"],
  "xyz": [[2.20, -1.31, 0.31], [1.22, -2.30, -0.13], [-0.04, -1.71, -0.56], [-0.84, -0.94, 0.46], [-0.48, -0.55, 1.54], [-2.13, -0.78, 0.02], [3.18, -1.78, 0.34], [2.22, -0.46, -0.38], [2.02, -0.88, 1.30], [1.02, -2.96, 0.61], [0.23, -1.05, -1.39], [-0.68, -2.47, -0.98], [-2.45, -0.01, 0.52], [-0.10, 6.01, -1.27], [-0.91, 5.88, -1.77], [0.19, 6.87, -1.58]],
  "smiles": "CNCC(=O)O.O",
  "homo_ev": -9.070,
  "relative_energy_ev": 1.126,
  "total_charge": 0,
  "orbital_gap_ev": 9.783
}

***

(2)
{
  "formula": "C6H11N",
  "method": "ωB97M-V/def2-TZVPD",
  "species": ["C", "C", "C", "C", "C", "C", "N", "H", "H", "H", "H", "H", "H", "H", "H", "H", "H", "H"],
  "xyz": [[-1.03, -1.24, -0.20], [-0.20, -0.31, 0.26], [0.40, 0.82, -0.53], [-0.22, 1.08, -1.89], [0.18, -0.29, 1.73], [-0.64, 0.76, 2.33], [-1.34, 1.62, 2.65], [-1.38, -2.05, 0.44], [-1.39, -1.24, -1.23], [0.35, 1.74, 0.08], [1.48, 0.61, -0.64], [-0.16, 0.19, -2.53], [0.30, 1.89, -2.41], [-1.27, 1.36, -1.79], [1.25, -0.06, 1.87], [-0.01, -1.25, 2.22], [2.17, -1.75, 0.00], [1.52, -1.89, -0.34]],
  "smiles": "C=C(CC)CC#N.[H][H]",
  "homo_ev": -9.984,
  "relative_energy_ev": 1.784,
  "total_charge": 0,
  "orbital_gap_ev": 10.950
}

***

(3)
{
  "formula": "C31H32BBr2F4N4OSeTeTi",
  "method": "ωB97M-V/def2-TZVPD",
  "species": ["Ti", "Br", "C", "Br", "H", "H", "Se", "N", "C", "C", "C", "C", "N", "C", "N", "H", "H", "H", "F", "B", "F", "F", "F", "C", "C", "C", "C", "C", "C", "Te", "N", "C", "O", "C", "C", "C", "C", "C", "C", "C", "C", "C", "C", "C", "C", "C", "C", "C", "C", "C", "C", "H", "H", "H", "H", "H", "H", "H", "H", "H", "H", "H", "H", "H", "H", "H", "H", "H", "H", "H", "H", "H", "H", "H", "H", "H", "H", "H"],
  "xyz": [[-1.32, 1.14, -2.11], [2.12, 2.81, -2.77], [0.70, 3.87, -3.49], [-0.65, 2.75, -4.37], [1.10, 4.53, -4.24], [0.21, 4.38, -2.67], [-4.17, -0.29, -4.45], [-5.50, 0.80, -4.17], [-5.10, 1.79, -3.39], [-5.84, 2.89, -2.87], [-5.17, 3.75, -2.04], [-3.79, 3.57, -1.74], [-3.08, 2.58, -2.21], [-3.73, 1.70, -3.00], [-3.05, 0.66, -3.46], [-6.88, 3.02, -3.12], [-5.68, 4.59, -1.60], [-3.27, 4.26, -1.09], [0.08, 0.17, -2.61], [-0.76, -1.54, -3.54], [0.23, -2.39, -3.56], [-1.10, -0.86, -4.64], [-1.66, -1.54, -2.53], [6.58, -1.51, 3.16], [5.25, -1.08, 2.61], [4.06, -1.64, 3.07], [2.83, -1.29, 2.55], [1.59, -1.89, 3.17], [2.79, -0.34, 1.51], [1.02, 0.19, 0.53], [-0.67, 2.47, -0.94], [-1.39, 1.86, -0.07], [-1.92, 0.66, -0.51], [-1.71, 2.30, 1.29], [-0.82, 3.13, 1.97], [-1.12, 3.55, 3.25], [-2.32, 3.16, 3.84], [-3.21, 2.34, 3.16], [-2.90, 1.90, 1.89], [0.40, -1.80, 0.20], [-0.78, -2.30, 0.74], [-1.63, -1.53, 1.73], [-1.18, -3.58, 0.39], [-0.42, -4.38, -0.45], [-0.86, -5.77, -0.82], [0.77, -3.86, -0.96], [1.20, -2.58, -0.66], [2.47, -2.07, -1.28], [3.97, 0.31, 1.10], [3.94, 1.40, 0.06], [5.18, -0.08, 1.64], [6.47, -2.10, 4.07], [7.22, -0.66, 3.35], [7.09, -2.13, 2.42], [4.10, -2.36, 3.88], [1.75, -2.09, 4.22], [1.34, -2.84, 2.68], [0.74, -1.21, 3.08], [0.10, 3.43, 1.48], [-0.44, 4.19, 3.79], [-2.56, 3.50, 4.84], [-4.14, 2.04, 3.63], [-3.58, 1.26, 1.34], [-1.24, -0.53, 1.92], [-1.66, -2.07, 2.68], [-2.65, -1.44, 1.37], [-2.10, -3.97, 0.81], [-1.77, -6.05, -0.30], [-0.08, -6.49, -0.56], [-1.03, -5.85, -1.89], [1.36, -4.47, -1.63], [2.79, -2.72, -2.10], [3.28, -2.03, -0.55], [2.34, -1.06, -1.69], [3.13, 2.11, 0.25], [3.79, 0.99, -0.95], [4.88, 1.96, 0.05], [6.09, 0.39, 1.30]],
  "homo_ev": [-13.481, -13.715],
  "multiplicity": 2,
  "total_charge": 2,
  "orbital_gap_ev": [6.267, 5.773]
}

***

Electronic energy? In order: -10889.45562, -7888.74741, -288052.92470 eV.